107
Properties=species:S:1:pos:R:3 method="wB97M-V/def2-TZVPD" e_tot_ha=-3506.22687 charge=-1 e_homo_ev="-5.03 / -4.75" relative_energy_kcal_mol=43.67 multiplicity=2
Ir 0.727 -0.594 0.693
O 1.910 -4.579 0.361
P 0.638 -3.830 1.041
O -0.375 -4.826 1.400
O 0.243 -2.649 0.171
O 1.322 -3.196 2.419
P 2.638 -2.274 2.413
O 3.810 -3.377 2.095
O 2.881 -1.683 3.739
O 2.622 -1.401 1.177
H 2.743 -4.302 0.778
H 4.395 -3.403 2.863
C -4.359 1.189 4.724
C -3.237 1.747 5.556
C -3.476 2.552 6.655
C -2.438 3.069 7.423
C -1.130 2.753 7.088
C -0.861 1.947 5.997
C -1.905 1.443 5.215
N -1.680 0.573 4.153
C -0.646 0.525 3.261
N 0.087 1.637 3.152
C 1.035 2.041 2.224
C 1.511 1.219 1.202
C 2.582 1.698 0.452
C 3.122 2.960 0.643
C 2.552 3.803 1.587
C 1.512 3.364 2.380
C 0.877 4.294 3.384
N -0.547 -0.534 2.502
C -1.269 -1.687 2.862
C -2.167 -2.195 1.917
C -2.978 -3.271 2.208
C -2.885 -3.886 3.444
C -1.970 -3.416 4.373
C -1.154 -2.322 4.122
C -0.140 -1.896 5.145
H -5.303 1.665 4.984
H -4.470 0.112 4.887
H -4.169 1.349 3.661
H -4.499 2.786 6.925
H -2.650 3.700 8.275
H -0.314 3.121 7.696
H 0.159 1.654 5.777
H -2.401 -0.107 3.958
H -0.245 2.368 3.760
H 3.026 1.066 -0.308
H 3.960 3.295 0.044
H 2.931 4.811 1.709
H 1.309 5.289 3.287
H 1.041 3.962 4.414
H -0.201 4.379 3.212
H -2.222 -1.695 0.958
H -3.669 -3.646 1.465
H -3.503 -4.743 3.677
H -1.864 -3.931 5.322
H -0.098 -2.629 5.950
H -0.377 -0.925 5.581
H 0.851 -1.826 4.696
C -2.403 1.576 -1.330
C -1.610 1.131 -0.106
O -1.947 1.507 1.028
N -0.586 0.315 -0.348
Te 0.950 0.639 -2.579
C 1.345 1.479 -4.570
C 2.330 0.932 -5.408
C 3.136 -0.270 -5.004
C 2.586 1.515 -6.645
C 1.907 2.642 -7.082
C 2.205 3.264 -8.418
C 0.952 3.189 -6.234
C 0.670 2.633 -4.994
C -0.382 3.279 -4.129
C 0.418 -1.297 -3.299
C 1.185 -2.410 -2.938
C 2.549 -2.319 -2.316
C 0.694 -3.681 -3.230
C -0.510 -3.868 -3.882
C -1.074 -5.245 -4.104
C -1.198 -2.747 -4.333
C -0.755 -1.462 -4.053
C -1.554 -0.294 -4.564
H -3.232 2.205 -1.012
H -2.782 0.703 -1.859
H -1.744 2.133 -1.995
H 3.535 -0.135 -3.998
H 3.965 -0.433 -5.695
H 2.513 -1.164 -5.002
H 3.348 1.080 -7.284
H 3.019 2.737 -8.916
H 2.493 4.311 -8.306
H 1.327 3.230 -9.067
H 0.411 4.076 -6.552
H -0.694 4.235 -4.550
H -0.001 3.447 -3.121
H -1.263 2.639 -4.057
H 2.647 -1.475 -1.642
H 3.311 -2.232 -3.095
H 2.753 -3.221 -1.750
H 1.256 -4.545 -2.895
H -0.567 -5.975 -3.475
H -0.968 -5.549 -5.148
H -2.136 -5.259 -3.858
H -2.130 -2.877 -4.873
H -2.502 -0.627 -4.984
H -0.995 0.242 -5.332
H -1.754 0.402 -3.750


53
Properties=species:S:1:pos:R:3 method="wB97M-V/def2-TZVPD" e_tot_ha=-3248.11105 charge=-2 e_homo_ev="-0.36 / -0.36" relative_energy_kcal_mol=35.63 multiplicity=6
Mn 0.652 0.405 -0.233
S 3.381 1.754 1.320
O 4.714 1.446 0.774
O 3.162 1.227 2.692
O 3.349 3.237 1.313
O 2.262 1.192 0.476
S 2.308 0.532 -3.300
O 3.492 1.390 -3.121
O 2.991 -0.709 -3.781
O 1.630 0.299 -1.978
O 1.284 1.068 -4.210
C -0.344 2.948 -1.618
O -0.396 2.357 -0.316
H -0.322 2.191 -2.404
H -1.171 3.637 -1.802
H 0.616 3.437 -1.804
H -0.487 3.101 0.283
C -1.947 1.991 2.712
C -0.534 1.414 2.540
C 0.185 0.993 3.809
O -0.634 0.302 1.601
H -2.599 1.471 3.421
H -2.476 2.039 1.758
H -1.874 3.028 3.049
H -0.054 2.173 1.929
H 0.233 1.790 4.551
H 1.195 0.782 3.436
H -0.367 0.192 4.310
H -0.967 -0.370 2.208
C -3.281 0.548 -1.970
C -2.413 -0.427 -1.231
C -2.755 -1.893 -1.585
O -1.006 -0.271 -1.537
H -3.205 0.793 -3.030
H -3.258 1.496 -1.423
H -4.342 0.274 -1.921
H -2.527 -0.321 -0.154
H -3.736 -2.155 -1.174
H -2.016 -2.576 -1.172
H -2.875 -2.100 -2.651
H -0.975 -0.282 -2.503
C 2.357 -3.630 -0.323
C 1.066 -2.860 -0.102
C 0.067 -3.521 0.821
O 1.483 -1.544 0.319
H 2.898 -3.834 0.604
H 2.985 -3.086 -1.029
H 2.164 -4.601 -0.789
H 0.574 -2.632 -1.050
H 0.325 -3.310 1.865
H -0.048 -4.601 0.733
H -0.922 -3.073 0.698
H 2.160 -1.714 0.985


70
Properties=species:S:1:pos:R:3 method="wB97M-V/def2-TZVPD" e_tot_ha=-4739.07977 charge=+2 e_homo_ev="-12.96 / -12.96" relative_energy_kcal_mol=43.64 multiplicity=1
Sn -0.678 -2.471 1.372
C -0.821 2.645 5.509
C -1.091 1.663 4.646
C -0.701 1.548 3.192
C 0.622 0.819 2.879
C 1.893 1.384 3.382
C 2.075 2.629 3.901
C 1.051 3.713 4.069
C 0.261 3.693 5.412
C 0.109 -2.593 3.523
H -1.242 2.593 6.492
H -1.630 0.761 4.998
H -0.736 2.476 2.587
H -1.476 0.899 2.747
H 0.517 -0.198 3.281
H 0.707 0.772 1.774
H 2.771 0.805 3.062
H 3.085 2.936 4.210
H 0.359 3.727 3.231
H 1.593 4.666 4.077
H 0.987 3.555 6.251
H -0.193 4.704 5.505
H -0.625 -3.064 4.199
H 0.367 -1.592 3.857
H 1.016 -3.238 3.422
P 1.299 -1.330 -1.430
P -1.943 -1.030 -1.325
N 2.664 -0.218 -1.562
N 2.126 -2.553 -2.483
N -2.076 0.768 -1.319
N -3.571 -1.257 -2.005
C 0.365 -0.485 -2.802
C -1.024 -1.110 -2.954
C 3.478 0.176 -0.495
C 4.471 1.016 -0.983
C 4.281 1.138 -2.393
C 3.172 0.370 -2.724
C 2.397 -3.865 -2.080
C 2.846 -4.596 -3.172
C 2.850 -3.699 -4.310
C 2.439 -2.458 -3.834
C -1.739 1.510 -0.174
C -1.724 2.861 -0.504
C -2.047 2.969 -1.891
C -2.222 1.675 -2.375
C -4.379 -0.535 -2.888
C -5.547 -1.248 -3.137
C -5.448 -2.476 -2.397
C -4.240 -2.463 -1.732
H 0.877 -0.529 -3.776
H 0.324 0.579 -2.509
H -1.549 -0.587 -3.767
H -0.955 -2.183 -3.217
H 3.246 -0.166 0.507
H 5.253 1.507 -0.414
H 4.861 1.700 -3.106
H 2.678 0.259 -3.674
H 2.237 -4.157 -1.047
H 3.151 -5.632 -3.207
H 3.096 -3.918 -5.326
H 2.340 -1.533 -4.385
H -1.554 0.996 0.750
H -1.522 3.695 0.163
H -2.150 3.878 -2.471
H -2.422 1.355 -3.389
H -4.086 0.430 -3.285
H -6.369 -0.922 -3.752
H -6.197 -3.253 -2.373
H -3.757 -3.192 -1.088
Br -2.149 -4.318 2.755


177
Properties=species:S:1:pos:R:3 method="wB97M-V/def2-TZVPD" e_tot_ha=-3724.64966 charge=+1 e_homo_ev=-10.77 multiplicity=1
C -2.353 7.138 0.362
C -2.989 7.161 -1.039
C -2.255 6.308 -2.066
C -2.282 4.762 -1.871
C -3.319 4.261 -0.855
C -2.168 4.011 -3.222
N -3.470 3.497 -3.881
P -4.998 4.436 -3.752
O -4.744 5.858 -3.699
O -5.667 3.920 -5.089
O -5.856 3.785 -2.606
C -3.691 2.012 -3.674
C -2.579 1.252 -4.367
C -1.244 2.006 -4.468
C -0.154 0.966 -4.751
C -1.026 2.923 -3.241
C -1.031 2.019 -1.977
C -0.135 2.378 -0.781
P 0.146 0.916 0.235
O -0.965 0.688 1.177
O 1.591 1.047 0.891
C 1.896 2.187 1.722
C 1.145 2.212 3.047
O 0.401 -0.220 -0.835
C 0.434 -1.599 -0.374
C -0.868 -2.291 -0.700
C 0.249 3.788 -3.408
C 1.651 3.150 -3.333
C 2.585 4.081 -2.555
O 2.114 2.964 -4.658
C 3.362 2.278 -4.767
C 3.332 0.872 -4.223
C 3.644 0.609 -2.902
C 3.561 -0.678 -2.395
C 3.179 -1.719 -3.216
C 2.882 -1.474 -4.542
C 2.958 -0.186 -5.040
H -2.252 8.140 0.772
H -2.906 6.515 1.065
H -1.343 6.720 0.312
H -4.050 6.917 -0.997
H -2.944 8.185 -1.413
H -2.594 6.567 -3.066
H -1.203 6.611 -2.026
H -1.322 4.542 -1.409
H -3.563 3.203 -0.972
H -4.248 4.826 -0.885
H -2.931 4.359 0.157
H -1.829 4.765 -3.935
H -3.303 3.570 -4.888
H -6.357 3.254 -4.972
H -5.455 3.109 -2.046
H -3.770 1.803 -2.612
H -4.646 1.762 -4.137
H -2.426 0.327 -3.807
H -2.893 0.956 -5.368
H -1.290 2.659 -5.351
H -0.599 0.031 -5.095
H 0.532 1.305 -5.520
H 0.437 0.716 -3.870
H -2.038 1.974 -1.566
H -0.820 0.995 -2.276
H -0.644 3.057 -0.093
H 0.812 2.836 -1.045
H 2.969 2.114 1.894
H 1.727 3.112 1.165
H 1.799 2.646 3.804
H 0.256 2.837 2.989
H 0.853 1.209 3.351
H 1.274 -2.069 -0.884
H 0.639 -1.644 0.695
H -0.946 -2.532 -1.762
H -1.716 -1.679 -0.394
H -0.922 -3.229 -0.144
H 0.226 4.604 -2.681
H 0.187 4.271 -4.389
H 1.591 2.189 -2.815
H 3.592 3.678 -2.460
H 2.661 5.029 -3.092
H 2.196 4.279 -1.557
H 3.580 2.252 -5.834
H 4.161 2.850 -4.291
H 3.947 1.421 -2.250
H 3.797 -0.867 -1.355
H 3.120 -2.724 -2.819
H 2.590 -2.286 -5.196
H 2.723 0.020 -6.077
C 3.832 -1.299 1.957
C 2.578 -1.727 2.699
O 2.045 -2.964 2.260
C 2.893 -4.090 2.412
C 3.274 -4.382 3.853
H 3.654 -1.315 0.880
H 4.112 -0.286 2.250
H 4.681 -1.950 2.169
H 1.787 -0.998 2.521
H 2.760 -1.742 3.779
H 3.788 -3.986 1.788
H 2.326 -4.930 2.011
H 3.915 -3.605 4.273
H 3.817 -5.325 3.915
H 2.380 -4.451 4.474
C -6.358 -3.769 -5.000
C -6.107 -2.278 -5.143
O -4.769 -1.890 -4.853
C -3.780 -2.470 -5.689
C -3.903 -2.088 -7.154
H -6.039 -4.119 -4.018
H -7.421 -3.976 -5.116
H -5.825 -4.354 -5.750
H -6.718 -1.730 -4.425
H -6.397 -1.932 -6.141
H -3.768 -3.558 -5.579
H -2.828 -2.104 -5.297
H -4.799 -2.505 -7.613
H -3.044 -2.463 -7.710
H -3.945 -1.002 -7.267
C -1.765 -6.370 -5.709
C -2.744 -6.304 -4.547
O -3.990 -6.920 -4.807
C -3.945 -8.310 -5.088
C -3.384 -9.152 -3.955
H -2.231 -5.991 -6.620
H -0.884 -5.766 -5.488
H -1.426 -7.387 -5.904
H -2.988 -5.262 -4.334
H -2.287 -6.712 -3.638
H -3.390 -8.498 -6.014
H -4.981 -8.588 -5.278
H -2.323 -8.963 -3.788
H -3.497 -10.210 -4.190
H -3.915 -8.942 -3.026
C 3.363 0.500 6.145
C 4.563 0.476 7.077
O 5.356 1.645 7.017
C 4.707 2.850 7.388
C 4.190 2.867 8.815
H 3.673 0.735 5.124
H 2.861 -0.469 6.146
H 2.631 1.249 6.451
H 5.235 -0.334 6.793
H 4.241 0.276 8.105
H 3.895 3.082 6.687
H 5.465 3.624 7.260
H 3.371 2.161 8.962
H 3.815 3.859 9.072
H 4.986 2.606 9.513
C 0.458 -10.183 0.221
C 1.678 -10.236 1.125
O 2.481 -9.069 1.080
C 1.849 -7.870 1.481
C 1.358 -7.881 2.920
H 0.752 -9.933 -0.799
H -0.039 -11.153 0.213
H -0.270 -9.442 0.555
H 2.339 -11.041 0.806
H 1.379 -10.459 2.155
H 1.030 -7.616 0.796
H 2.611 -7.099 1.360
H 0.539 -8.588 3.063
H 0.995 -6.893 3.205
H 2.166 -8.166 3.594
C 2.808 6.604 13.118
C 3.273 6.494 11.676
O 2.615 5.482 10.933
C 1.213 5.628 10.799
C 0.788 6.897 10.079
H 2.868 5.634 13.612
H 3.439 7.311 13.657
H 1.779 6.958 13.192
H 4.327 6.216 11.649
H 3.185 7.462 11.170
H 0.723 5.563 11.777
H 0.895 4.755 10.228
H 1.014 7.793 10.659
H -0.288 6.881 9.903
H 1.300 6.979 9.119


72
Properties=species:S:1:pos:R:3 method="wB97M-V/def2-TZVPD" e_tot_ha=-2762.47650 charge=-2 e_homo_ev="-1.73 / -1.97" relative_energy_kcal_mol=0.00 multiplicity=3
Pd 0.026 1.700 0.616
C 1.972 -6.814 1.965
O 0.624 -7.226 2.054
C -0.243 -6.371 2.685
C -1.580 -6.776 2.723
C -2.526 -5.970 3.312
C -2.179 -4.734 3.883
C -0.835 -4.358 3.862
C 0.126 -5.163 3.258
N -3.234 -3.961 4.377
N -2.869 -2.817 4.942
C -2.467 -1.714 4.315
C -1.865 -0.695 5.093
C -1.274 0.409 4.534
C -1.204 0.614 3.134
O -0.584 1.611 2.654
C -1.906 -0.370 2.304
N -1.905 -0.137 0.977
C -2.601 -0.916 0.191
C -3.361 -1.995 0.670
C -3.332 -2.277 2.011
C -2.572 -1.470 2.881
H 2.500 -7.613 1.449
H 2.410 -6.671 2.957
H 2.070 -5.887 1.395
H -1.850 -7.718 2.266
H -3.568 -6.263 3.332
H -0.530 -3.418 4.297
H 1.146 -4.813 3.226
H -1.833 -0.854 6.164
H -0.783 1.148 5.154
H -2.554 -0.689 -0.870
H -3.950 -2.593 -0.013
H -3.895 -3.106 2.414
Te 2.051 0.280 1.204
C 3.654 0.971 0.016
C 4.783 0.164 -0.131
C 5.884 0.590 -0.863
C 5.879 1.838 -1.471
C 4.760 2.649 -1.331
C 3.662 2.227 -0.595
H 4.801 -0.819 0.326
H 6.746 -0.060 -0.963
H 6.733 2.173 -2.046
H 4.737 3.627 -1.797
H 2.797 2.870 -0.499
F -1.878 7.950 -2.168
C -1.801 6.724 -1.599
C -2.910 5.900 -1.524
F -4.089 6.328 -2.024
C -2.819 4.651 -0.945
F -3.938 3.897 -0.905
C -1.622 4.115 -0.405
O -1.615 2.946 0.105
C -0.522 5.001 -0.491
F 0.671 4.667 0.039
C -0.613 6.253 -1.071
F 0.480 7.044 -1.114
N 0.758 1.969 -9.270
C 0.722 1.939 -8.120
C 0.672 1.896 -6.680
C 1.835 1.659 -5.948
C 1.787 1.616 -4.569
C 0.580 1.808 -3.877
C -0.580 2.047 -4.633
C -0.537 2.092 -6.011
C 0.533 1.765 -2.460
C 0.514 1.707 -1.245
H 2.773 1.510 -6.466
H 2.685 1.429 -3.995
H -1.511 2.205 -4.106
H -1.438 2.280 -6.579